Molecular formula: C8H4Cl2N2
Method: DFT, ωB97M-V with the def2-TZVPD basis set

## Properties
Frontier orbital gap (spin up / spin down)   6.422 / 6.681 eV
Highest occupied orbital energy (spin up / spin down)   -6.771 / -10.483 eV
Spin multiplicity   3
⟨S²⟩   2.028
LUMO energy (spin up / spin down)   -0.35 / -3.80 eV
Total energy   -1336.85722 Eh

Cartesian coordinates (Å):
H -0.35 1.33 2.10
C 1.46 -0.03 -0.45
C -2.48 -0.21 1.27
C -1.34 0.26 0.57
Cl 2.32 1.41 1.66
H -1.42 -2.11 -0.55
Cl -1.88 1.13 -0.88
N -3.32 -0.78 1.78
H 2.61 -0.10 -0.58
C 0.64 -1.23 -0.84
C -0.57 -1.42 -0.35
N 1.20 1.51 -2.57
C 1.27 0.78 -1.68
C 1.02 0.64 0.83
C -0.24 0.80 1.26
H 1.09 -1.97 -1.57


Molecular formula: C4H11NO2
Method: DFT, ωB97M-V with the def2-TZVPD basis set

## Properties
Frontier orbital gap   10.219 eV
ΔE to the lowest compared entry with this formula, charge and spin   79.7 kJ/mol
Highest occupied orbital energy   -9.323 eV
Spin multiplicity   1
SMILES   CC(=O)O.CCN
LUMO energy   0.90 eV
Total energy   -364.23782 Eh

Cartesian coordinates (Å):
H 2.80 1.49 2.30
N -0.28 -0.75 -1.47
H -2.25 -0.05 -0.85
H 1.58 1.10 3.52
H -0.30 -0.99 -0.49
O 1.39 0.82 0.40
H -0.22 -1.55 -2.07
H -1.37 0.96 -1.89
C 2.09 0.74 2.65
C -2.39 -0.60 -2.91
H 2.71 -0.13 2.89
H -3.30 -0.04 -2.96
O 0.01 -0.17 1.85
H -1.88 -0.38 -3.84
H 0.72 1.08 -0.26
C 1.06 0.39 1.64
C -1.60 -0.09 -1.72
H -2.72 -1.63 -2.80


What did the second record say?
Molecular formula: C4H11NO2
Method: DFT, ωB97M-V with the def2-TZVPD basis set

## Properties
Frontier orbital gap   10.219 eV
ΔE to the lowest compared entry with this formula, charge and spin   79.7 kJ/mol
Highest occupied orbital energy   -9.323 eV
Spin multiplicity   1
SMILES   CC(=O)O.CCN
LUMO energy   0.90 eV
Total energy   -364.23782 Eh

Cartesian coordinates (Å):
H 2.80 1.49 2.30
N -0.28 -0.75 -1.47
H -2.25 -0.05 -0.85
H 1.58 1.10 3.52
H -0.30 -0.99 -0.49
O 1.39 0.82 0.40
H -0.22 -1.55 -2.07
H -1.37 0.96 -1.89
C 2.09 0.74 2.65
C -2.39 -0.60 -2.91
H 2.71 -0.13 2.89
H -3.30 -0.04 -2.96
O 0.01 -0.17 1.85
H -1.88 -0.38 -3.84
H 0.72 1.08 -0.26
C 1.06 0.39 1.64
C -1.60 -0.09 -1.72
H -2.72 -1.63 -2.80